[1]
Entry from OMol25: 2 unconnected molecules or ions with the total composition C4H8N2O2 in a non-equilibrium geometry (ωB97M-V/def2-TZVPD).

Values from the calculation:
frontier orbital gap: 8.3 eV
energy relative to the best compared isomer or geometry (same formula, charge and spin): 725.48 kJ/mol

```
16
Properties=species:S:1:pos:R:3:forces:R:3
C -1.3384 -1.2031 1.7614 -6.3 -0.3 1.2
C -1.0156 0.1150 -0.1072 -3.0 1.0 -4.9
C -0.5687 0.8916 -1.1926 4.9 -5.5 6.5
C 0.9444 0.8958 -1.3368 -0.2 -0.2 0.4
H 1.3206 -0.5457 0.9936 2.3 2.2 1.0
H 1.1974 -1.7498 0.0752 -2.3 0.5 1.8
H -1.1749 -2.0202 2.4338 1.9 -0.4 0.2
H -2.1252 -0.1237 -0.2970 1.5 0.8 1.4
H -1.1158 1.3824 -1.8360 -3.3 2.1 -2.9
H 1.2386 1.3966 -2.2643 0.3 0.9 0.7
H 1.3508 -0.1563 -1.6180 -0.4 1.4 1.5
H 2.1882 2.5774 -0.3019 -3.3 -4.9 1.5
N 0.7412 -1.3151 0.9844 2.6 -2.0 -2.6
N -0.4908 -0.7314 0.8658 -0.1 0.3 -1.4
O -2.5437 -0.8738 1.8118 1.9 0.2 -0.2
O 1.3919 1.4603 0.0278 3.7 3.8 -4.1
```
Positions in Å, forces in eV/Å.

Atomic partial charges in e from the Löwdin method, atoms 1 to 4: -0.29 -0.05 -0.04 -0.26

---

[2]
Entry from OMol25: a single C4H8N2O2 molecule in a non-equilibrium geometry (ωB97M-V/def2-TZVPD).

Values from the calculation:
frontier orbital gap: 8.0 eV
energy relative to the best compared isomer or geometry (same formula, charge and spin): 419.40 kJ/mol

```
16
Properties=species:S:1:pos:R:3:forces:R:3
C -1.0699 -1.4733 0.5679 -0.5 0.2 0.1
N -0.3536 -0.4565 -0.1764 -0.4 1.4 0.1
C 0.9822 -0.3099 -0.1618 0.4 1.3 -1.1
C 1.3753 1.0110 -0.3797 2.0 -1.3 1.0
C -0.9238 0.8290 -0.6931 -2.0 -2.1 0.3
O 1.8045 -1.3774 -0.3042 -0.1 0.0 -0.2
O 1.1005 1.9850 0.5830 -0.7 0.6 -0.3
N -1.9045 1.4601 -0.1909 0.9 0.2 0.0
H 1.3138 -2.1535 -0.6104 0.0 0.1 -0.1
H 1.9345 2.2865 0.9586 -0.1 -0.2 -0.1
H -2.0744 1.2415 0.7879 0.0 -0.2 0.0
H 2.2864 1.1683 -0.9488 0.1 0.0 0.1
H -0.6880 0.9877 -1.7399 0.4 -0.1 0.1
H -1.6225 -2.1254 -0.1147 0.0 0.0 0.1
H -1.7764 -1.0016 1.2526 0.0 -0.1 0.0
H -0.3841 -2.0715 1.1699 0.1 0.1 -0.1
```
Positions in Å, forces in eV/Å.

Atomic partial charges in e from the Löwdin method, atoms 1 to 4: -0.03 -0.07 -0.38 -0.15

---

[3]
Entry from OMol25: a molecular structure, C4H8N2O2 in a non-equilibrium geometry (ωB97M-V/def2-TZVPD).

Values from the calculation:
frontier orbital gap (alpha / beta): 7.6 / 7.6 eV
energy relative to the best compared isomer or geometry (same formula, charge and spin): 643.66 kJ/mol

```
16
Properties=species:S:1:pos:R:3:forces:R:3
C 0.0793 -0.0617 -0.9154 2.4 3.3 2.4
C -0.9984 0.7599 -0.3103 -5.7 -2.8 -2.4
C 1.3021 0.2510 1.4725 -0.4 0.0 0.7
C 0.8961 0.9318 0.1950 3.3 -1.6 -2.5
N 0.3161 -1.4336 -0.7280 -0.4 -1.0 0.6
N -2.2983 -0.4682 -0.8390 -0.1 0.8 0.3
O -2.8288 -1.1298 -0.0230 0.6 0.7 -0.1
O 1.3955 1.9640 -0.2003 -0.8 0.1 0.6
H 0.3930 0.3225 -1.8853 -0.3 -0.1 0.1
H 0.6774 -1.8899 -1.5535 -0.1 0.1 0.1
H -0.4404 -1.9750 -0.3223 0.2 0.1 -0.3
H -1.3651 1.5152 -0.9956 0.6 0.4 0.1
H -1.3835 0.9818 0.6799 1.1 -0.6 0.5
H 1.1918 -0.8297 1.4626 -0.3 0.0 -0.3
H 0.7019 0.6380 2.2973 0.2 0.1 0.2
H 2.3611 0.4237 1.6653 -0.1 0.4 -0.1
```
Positions in Å, forces in eV/Å.

Atomic partial charges in e from the Löwdin method, atoms 1 to 4: -0.32 -0.09 -0.02 -0.44